The following is a DFT calculation (ωB97M-V with the def2-TZVPD basis set) of a cluster of 2 separate species, CH3OS in total at a distorted geometry.

Properties
spin multiplicity: 1
charge: -1
energy above the lowest of the compared OMol25 structures with the same formula, charge and spin: 5.0 kcal per mole
lowest unoccupied orbital energy: 3.93 eV

Each atom is followed by the atoms it is bonded to, with distances in Å.
Atoms and positions in Å:
1 S 2.611 0.271 -0.959  H2 1.327
2 H 2.705 -0.601 0.036  S1 1.327
3 O -1.688 -0.751 1.051  C4 1.207
4 C -1.372 0.063 0.219  O3 1.207, H5 1.110, H6 1.113
5 H -1.835 1.049 0.007  C4 1.110
6 H -0.421 -0.031 -0.353  C4 1.113